No. 1
C9H10N2ORe | the ωB97M-V functional and the def2-TZVPD basis

Values from the calculation:
Charge = 0
Highest occupied orbital energy (spin up / spin down) = -5.20 / -8.40 eV
2S+1 = 4
Largest force on an atom = 6.1 eV/A

Each line ends with the natural charge from an NBO analysis.
Geometry (Å):
C1 0.162 -1.304 -1.312  -0.3359
C2 -1.150 -1.310 -0.741  -0.2420
C3 -1.065 -1.816 0.571  -0.2234
C4 0.321 -2.205 0.826  -0.4385
C5 1.044 -1.987 -0.385  -0.3451
Re1 0.988 -0.179 0.741  0.9595
C6 -1.383 1.897 -0.609  -0.3797
C7 -0.536 2.456 -1.435  0.2198
C8 0.444 2.920 -2.198  -0.3936
N1 2.474 -0.185 1.572  -0.3541
H1 -1.922 -2.003 1.232  0.2391
H2 -2.076 -1.050 -1.261  0.2266
H3 0.663 -2.738 1.706  0.2661
H4 2.095 -2.275 -0.605  0.2728
H5 0.361 -1.056 -2.369  0.2431
H6 -2.183 1.271 -0.936  0.2585
H7 1.723 0.763 -0.420  -0.2422
H8 -1.256 2.093 0.474  0.2953
H9 0.336 3.447 -3.142  0.2515
H10 1.443 2.743 -1.798  0.2816
O1 -0.122 -0.070 4.535  -0.5400
C9 -0.144 0.152 3.375  0.8337
N2 -0.216 0.436 2.182  -0.8530

=====

No. 2
C5H14OP2S | the ωB97M-V functional and the def2-TZVPD basis

Values from the calculation:
Energy relative to the best compared isomer or geometry (same formula, charge and spin) = 0.209 eV
Charge = 0
Highest occupied orbital energy = -6.91 eV
Largest force on an atom = 4.6 eV/A

Each line ends with the natural charge from an NBO analysis.
Geometry (Å):
C1 2.022 -1.230 -0.016  -0.5974
C2 1.275 -0.291 0.948  -0.4342
C3 1.234 1.158 0.522  -0.0549
C4 -0.262 0.821 -1.452  -0.0654
C5 -1.389 -0.271 -1.515  -0.5736
O1 -0.049 1.285 -0.148  -0.5885
P1 -2.769 -1.854 0.818  -0.2450
P2 -2.466 1.953 0.474  0.1659
S1 -2.805 -0.201 -0.355  0.2012
H1 2.979 -0.955 -0.236  0.1978
H2 2.110 -2.198 0.246  0.2141
H3 1.608 -1.157 -0.936  0.1871
H4 1.680 -0.306 1.883  0.2011
H5 0.322 -0.754 1.127  0.2288
H6 1.088 1.745 1.427  0.2102
H7 1.935 1.367 -0.242  0.1852
H8 0.759 0.485 -1.691  0.1881
H9 -0.627 1.609 -2.045  0.1835
H10 -0.867 -1.329 -1.330  0.2379
H11 -1.787 -0.377 -2.475  0.2288
H12 -4.118 -1.804 0.998  -0.0291
H13 -3.571 1.607 1.237  -0.0507
H14 -1.328 1.965 1.560  0.0089

=====

No. 3
C6H18FeO6 | the ωB97M-V functional and the def2-TZVPD basis

Values from the calculation:
Energy relative to the best compared isomer or geometry (same formula, charge and spin) = 6.480 eV
Charge = +2
Highest occupied orbital energy (spin up / spin down) = -17.12 / -17.11 eV
2S+1 = 5
Largest force on an atom = 4.5 eV/A

Each line ends with the natural charge from an NBO analysis.
Geometry (Å):
Fe1 12.142 -24.779 -0.697  1.7816
C1 8.803 -23.011 -2.056  -0.0879
C2 8.469 -24.454 -2.007  -0.1191
O1 9.534 -25.372 -1.830  -0.7724
O2 9.938 -22.697 -1.095  -0.8133
H1 7.990 -22.287 -1.992  0.2368
H2 9.326 -22.782 -2.985  0.1864
H3 8.036 -24.546 -3.003  0.2168
H4 7.803 -24.609 -1.158  0.1958
H5 9.027 -26.159 -2.045  0.5147
H6 9.835 -21.781 -0.826  0.5065
C3 15.084 -24.491 -3.143  -0.0872
C4 14.935 -26.053 -2.980  -0.1004
O3 14.183 -26.408 -1.799  -0.7928
O4 13.835 -23.928 -3.035  -0.7660
H7 15.464 -24.118 -4.094  0.2146
H8 15.677 -24.103 -2.315  0.1724
H9 15.909 -26.542 -2.988  0.2141
H10 14.392 -26.435 -3.844  0.1925
H11 14.443 -27.329 -1.727  0.5171
H12 13.902 -23.079 -3.476  0.5089
C5 12.831 -24.321 3.139  -0.1074
C6 14.143 -24.162 2.413  -0.0930
O5 14.030 -23.567 1.183  -0.7792
O6 12.086 -25.059 2.312  -0.7442
H13 12.394 -23.421 3.573  0.1971
H14 13.106 -24.946 3.988  0.1964
H15 14.576 -25.126 2.147  0.1789
H16 14.895 -23.661 3.022  0.2107
H17 14.671 -22.854 1.124  0.5162
H18 11.242 -25.154 2.761  0.5052

=====

No. 4
C3H3LiO2Pt | the ωB97M-V functional and the def2-TZVPD basis

Values from the calculation:
Energy relative to the best compared isomer or geometry (same formula, charge and spin) = 1.470 eV
Charge = +1
Highest occupied orbital energy (spin up / spin down) = -11.92 / -12.91 eV
2S+1 = 4
Largest force on an atom = 4.9 eV/A

Each line ends with the natural charge from an NBO analysis.
Geometry (Å):
O1 -1.628 -0.108 -0.468  -0.9586
Li1 -2.907 -1.340 -0.760  0.9830
C1 0.513 1.431 0.405  0.3547
C2 -0.015 0.111 0.637  -0.1456
O2 1.752 0.959 -0.058  -0.4663
C3 1.289 -0.409 0.057  -0.1146
H1 -0.502 -0.247 1.551  0.2428
H2 1.213 -0.885 -0.933  0.2229
H3 1.936 -1.002 0.719  0.2349
Pt1 -1.652 1.490 -1.151  0.6469